{"formula": "C4H4CuO6", "method": "wB97M-V/def2-TZVPD", "e_above_lowest_kcal_mol": 0.0, "orbital_gap_ha": [0.3618, 0.2394], "s2": 2.0151, "total_energy_ha": -2246.3323, "multiplicity": 3, "total_charge": 1, "symbols": ["O", "C", "O", "O", "Cu", "O", "C", "C", "O", "O", "C", "H", "H", "H", "H"], "coordinates": [[-1.35318, 0.13931, 1.02848], [-1.42691, 0.67812, -0.15510], [-1.05099, 1.83241, -0.36907], [-1.49816, -0.20612, -1.10922], [0.34648, 2.70359, 0.29113], [2.62988, 0.12410, -0.83601], [2.56484, 1.24976, -0.28018], [-1.00862, -1.26343, 0.96565], [3.32943, 2.11493, -0.78410], [1.66176, 1.52921, 0.58484], [-0.86831, -1.51513, -0.53825], [-1.81136, -1.83699, 1.43562], [-0.07580, -1.40191, 1.52101], [-1.55807, -2.27994, -0.90988], [0.11902, -1.86791, -0.84492]], "forces_ev_per_angstrom": [[-0.1, 1.0, 1.0], [2.8, -2.8, 0.1], [-2.3, 1.1, -0.8], [1.2, -1.1, -0.2], [1.0, 0.5, 0.5], [0.2, 0.5, 0.7], [1.1, -0.4, -3.0], [-0.3, -0.3, -0.1], [-0.3, -0.5, 0.6], [-1.1, 0.4, 1.9], [-2.4, -0.4, -0.1], [0.1, 0.1, -0.1], [-0.2, 0.2, -0.1], [0.0, 0.2, 0.2], [0.2, 1.4, -0.5]]}